ORCA calculation (ωB97M-V/def2-TZVPD) on a molecular structure, C55H50Cl3FGeNO4RbSb3 at a distorted geometry.

Each line ends with the Mulliken charge.
Atoms and positions in Å:
Sb 2.59954 0.18833 -3.11030  0.046
Sb 0.19802 2.54711 1.17702  0.451
Sb -1.56928 -2.18936 1.41613  0.360
Rb -0.41048 -1.52451 -2.42664  1.937
Ge 1.53961 -3.68160 -0.87829  0.653
Cl 2.72863 -3.49710 -2.71796  -0.326
Cl -0.34778 -4.39581 -1.80905  -0.340
Cl 2.52090 -5.58393 -0.08739  -0.486
F 1.29244 -1.74772 -0.79366  -0.317
O -1.95263 0.09063 -3.74432  -0.811
O -2.58087 0.67459 -1.68993  -0.433
O -7.63675 -3.25840 -4.42254  -0.750
O -6.77374 -1.54527 -5.62343  -0.739
N -3.47770 -2.11482 -1.83824  0.357
C 0.32985 -4.83482 4.43512  -0.979
C 6.09512 0.42966 -5.81557  -0.557
C 4.31821 1.59204 -6.92914  -0.520
C 4.85837 1.64972 -1.56499  -0.386
C 3.48346 1.34438 -5.84711  -0.494
C 5.94697 0.92163 0.44912  -0.471
C 5.16646 -0.22341 0.45003  -0.466
C 3.93931 0.64153 -4.73376  0.176
C -1.64748 -0.91569 4.80344  -0.979
C 1.89986 -3.07589 4.02271  -0.716
C 1.49329 2.69310 -1.62719  0.396
C 3.02623 2.90442 2.26608  -0.387
C -2.69317 -0.00758 -2.73673  -1.111
C 2.08533 3.55405 1.46999  0.197
C -3.45270 -4.66801 1.68760  0.475
C 2.44222 4.77616 0.90131  -0.142
C -1.71228 4.09747 -0.67601  -0.514
C -1.61505 6.53837 0.64622  -0.503
C -0.84587 5.47029 1.08967  -0.746
C 1.57491 -4.26979 4.65008  -0.773
C 1.00712 -2.44078 3.16354  0.410
C 4.62381 4.66333 1.91342  -0.496
C -2.43582 6.38665 -0.46273  -0.491
C 0.64687 1.75717 -0.78033  0.141
C -2.42439 -5.35706 0.83510  -1.219
C -4.71872 -1.20786 -3.68566  -0.890
C -2.72650 1.21475 4.09687  -0.976
C -2.19133 -0.01709 3.72602  1.236
C -5.61472 -2.26584 -3.67764  0.127
C -5.57344 -4.75243 2.85486  -0.692
C -3.69450 -1.15224 -2.74765  1.479
C 1.78165 2.19237 -3.03831  -1.940
C -4.58093 -5.36754 2.10633  -0.696
C -6.80704 -2.35149 -4.66778  0.462
C -5.44241 -3.41630 3.19220  -0.967
C -2.22024 -0.37827 2.37028  0.813
C 4.28717 3.44529 2.48289  -0.579
C -2.81750 0.48127 1.44455  -1.217
C -3.38433 1.68776 1.84252  -0.259
C -3.30736 -3.32010 2.04558  1.202
C 1.36068 -1.09449 2.59930  -0.406
C 4.22783 -0.42872 -0.55511  -0.602
C 4.06637 0.50167 -1.57727  0.146
C -4.32210 -3.15278 -1.86891  0.032
C -3.32030 2.06287 3.17218  -0.792
C 5.62838 1.13550 -6.91580  -0.383
C 5.25551 0.18419 -4.73700  -0.372
C -0.24210 -3.03228 2.91403  0.804
C -4.31444 -2.71203 2.78980  -0.737
C -2.48384 5.16466 -1.11906  -0.642
C -0.56590 -4.21264 3.57510  -0.258
C -0.87793 4.24282 0.43218  0.416
C 3.69594 5.32893 1.12245  -0.725
C -5.39316 -3.26383 -2.73264  -0.996
C 5.78918 1.86311 -0.56008  -0.560
H 4.74384 2.39078 -2.35014  0.374
H 0.98829 3.66438 -1.69327  0.516
H -3.03927 7.21667 -0.81104  0.367
H -4.68937 -6.40724 1.81668  0.378
H -2.07278 -1.91803 4.73404  0.165
H -2.76472 -6.34639 0.52738  0.436
H -2.85355 0.23185 0.38298  0.459
H 2.28824 -4.74889 5.31035  0.321
H 3.95196 6.27897 0.66731  0.378
H 2.46142 1.70864 -5.88120  0.352
H 5.27723 -0.96205 1.23587  0.429
H 3.94059 2.14046 -7.78398  0.365
H 0.64571 -0.33798 2.94179  -0.018
H -0.32199 1.54353 -1.24817  -0.326
H -6.21738 -2.91220 3.75718  0.420
H -0.56429 -1.03137 4.74079  0.136
H 6.38378 2.76869 -0.55744  0.407
H 2.77995 1.94934 2.72172  0.226
H -1.80107 3.14652 -1.19434  0.471
H 3.60000 -1.30998 -0.52902  0.173
H -6.07914 -4.10023 -2.69371  0.462
H -2.69210 1.50377 5.14270  0.312
H -1.47009 -5.47769 1.35669  0.315
H 6.28185 1.32700 -7.75837  0.352
H 1.13547 0.79253 -0.60420  0.120
H 2.86349 -2.61374 4.21004  0.405
H -4.13295 -3.92930 -1.12967  0.185
H 7.11596 0.06665 -5.79429  0.363
H -4.23482 -1.66528 3.05367  0.497
H -0.21137 5.60451 1.96068  0.472
H -6.45171 -5.31185 3.15439  0.353
H 2.35300 -0.77888 2.92815  0.356
H 1.73612 5.30330 0.26995  0.367
H 5.00538 2.91038 3.09301  0.431
H -1.57490 7.48738 1.16899  0.368
H -2.22490 -4.78039 -0.06730  -0.074
H 5.60503 5.09281 2.08009  0.367
H -4.83534 -0.43152 -4.43091  0.610
H 2.44241 2.87909 -1.12229  -0.215
H 0.85751 2.14810 -3.62237  0.571
H -3.73154 3.01211 3.49609  0.352
H 5.63916 -0.36337 -3.88223  0.399
H 2.47567 2.86202 -3.55277  0.665
H -3.13073 5.02731 -1.97740  0.452
H -1.54291 -4.66058 3.42485  0.447
H -3.84822 2.32538 1.10028  0.443
H 1.34216 -1.08350 1.51063  -0.167
H 6.67254 1.08740 1.23709  0.372
H -1.88751 -0.50844 5.78735  0.477
H 0.05138 -5.75904 4.92794  0.433

spin multiplicity: 2
Kohn-Sham gap (spin up / spin down): 6.60 / 5.88 eV
E_LUMO (spin up / spin down): 3.4497 / 2.7300 eV
total charge: -2
ΔE to the lowest compared entry with this formula, charge and spin: 2.1 kcal/mol
DFT total energy: -184601.952 eV
<S²>: 0.754